Record 1
C10H7ClN2O2S | wB97M-V/def2-TZVPD

Computed properties:
- F_max (eV/A) = 4.7
- gap between HOMO and LUMO (hartree) = 0.32219
- HOMO energy (Ha) = -0.326
- SMILES string = O=c1[nH]c(=S)[nH]cc1Oc1ccc(Cl)cc1
- lowest unoccupied orbital energy (eV) = -0.11

Geometry as ORCA input:
```
! wB97M-V def2-TZVPD RIJCOSX def2/J DEFGRID3
* xyz 0 1
O 2.47919 -1.21605 -0.09258
C 2.13093 -0.17226 -0.68868
N 3.04004 0.82479 -0.42149
C 2.76501 2.09616 -0.65282
S 3.79245 3.33997 -0.10799
N 1.77639 2.36620 -1.61228
C 0.68871 1.42586 -1.83533
C 0.76317 0.22441 -1.25471
O -0.20952 -0.80972 -1.29184
C -0.98734 -0.94730 -0.14621
C -2.35214 -0.66961 -0.24419
C -3.21286 -0.74796 0.83317
C -2.69655 -1.24312 1.99886
Cl -3.57446 -1.19146 3.46760
C -1.49233 -1.84439 2.03381
C -0.55645 -1.62466 0.96772
H 3.91864 0.50960 0.04095
H 1.77756 3.21633 -2.15685
H -0.15660 1.68976 -2.43647
H -2.77886 -0.24205 -1.10223
H -4.29419 -0.53074 0.90209
H -1.23317 -2.44041 2.86072
H 0.41239 -2.01336 0.93874
*
```



Record 2
C10H7F2N | wB97M-V/def2-TZVPD

Computed properties:
- F_max (eV/A) = 4.8
- gap between HOMO and LUMO (alpha / beta) (hartree) = 0.27915 / 0.32417
- HOMO energy (alpha / beta) (Ha) = -0.348 / -0.354
- lowest unoccupied orbital energy (alpha / beta) (eV) = -1.89 / -0.82

Geometry as ORCA input:
```
! wB97M-V def2-TZVPD RIJCOSX def2/J DEFGRID3
* xyz 0 1
C -3.46587 0.92136 1.16231
C 1.74388 -0.43232 -1.35324
C 1.60320 0.94813 -1.64248
C 0.91770 -0.95099 -0.36042
C 0.57838 1.71437 -0.98176
C -0.16106 -0.27237 0.18289
C -0.22907 1.05737 -0.10304
C -1.17503 -0.94430 1.04618
C -2.55578 0.93305 2.20052
C -1.60478 -0.28749 2.37635
N -4.37523 0.90458 0.46040
F -0.44280 0.08362 2.99703
F -2.13315 -1.22319 3.22433
H 2.37249 -1.20752 -1.76069
H 2.26802 1.40942 -2.41422
H 0.90730 -1.95388 0.03576
H 0.61895 2.70559 -1.34250
H -2.21943 -1.25220 0.51499
H -0.84315 -1.98778 1.51132
H -2.11919 1.87447 2.65670
*
```



Record 3
C10H7F9O4PPd | wB97M-V/def2-TZVPD

Computed properties:
- F_max (eV/A) = 0.5
- gap between HOMO and LUMO (alpha / beta) (hartree) = 0.24167 / 0.23843
- HOMO energy (alpha / beta) (Ha) = -0.673 / -0.669
- lowest unoccupied orbital energy (alpha / beta) (eV) = -11.72 / -11.72

Geometry as ORCA input:
```
! wB97M-V def2-TZVPD RIJCOSX def2/J DEFGRID3
* xyz 2 2
Pd 0.23038 1.26018 -1.28023
C -2.81481 0.24169 1.98054
C -1.44868 0.19924 1.38970
O -1.04590 1.09088 0.66741
C -0.55794 -0.99012 1.72171
C -1.00764 -2.01714 2.47724
C -0.15470 -3.12123 2.80463
C 1.18343 -3.23492 2.39301
C 1.69766 -2.23212 1.64024
C 0.86636 -1.04926 1.25850
O 1.38835 -0.17757 0.60514
H -3.31475 1.14612 1.64515
H -2.76675 0.23707 3.07209
H -3.39353 -0.62883 1.66085
H -2.02021 -2.04368 2.85564
H -0.57807 -3.91488 3.41378
H 1.76776 -4.09993 2.67786
H 2.71834 -2.22292 1.27264
F -1.90024 1.11765 -1.91396
P -1.58794 -0.14061 -3.01033
F -0.25737 0.81006 -3.41848
F -0.99798 -1.31909 -3.81306
F -0.40762 -0.61781 -1.62008
F -2.48050 0.48646 -4.08376
F -2.64522 -1.00325 -2.26616
F 4.25418 3.25471 -0.96331
C 3.32535 3.59608 -1.84677
F 3.76358 3.40893 -3.07609
F 2.93448 4.83807 -1.65995
C 2.11054 2.65478 -1.60852
O 0.98240 3.07141 -1.18201
O 2.15703 1.40003 -1.79343
*
```